Entry 1:
Here is a structure of composition C4H15BF4LiNO3 from the Open Molecules 2025 dataset. Energies are from the ωB97M-V functional and the def2-TZVPD basis.

Values from the calculation:
LUMO energy   -0.34 eV
Spin multiplicity   1
E_HOMO   -10.3 eV
Relative energy (zero: lowest compared OMol25 entry of this formula, charge and spin)   12.5 kcal/mol
Calculated total energy   -874.02497 hartree

Geometry as XYZ:
```
29
C4H15BF4LiNO3 (the ωB97M-V functional and the def2-TZVPD basis)
H -1.330 -2.618 0.622
H 2.596 0.449 -1.164
C -1.041 -2.045 -0.259
F 2.171 2.056 3.510
H 0.214 -4.612 -0.493
C -0.766 -0.642 0.246
O 0.127 -2.570 -0.766
O -0.186 3.250 -0.790
H -1.909 0.937 1.257
H -2.596 -0.658 1.481
H -0.901 0.526 -1.459
N -0.249 0.303 -0.721
O 2.583 1.355 -0.857
Li 0.898 1.890 0.061
C -2.052 -0.031 0.775
F 0.011 2.335 2.633
H 0.463 -0.231 -1.199
H -0.844 -4.220 -1.854
F 1.331 0.924 1.714
H -2.716 0.196 -0.060
H -0.698 3.113 -1.587
F 1.736 3.079 1.571
H -0.131 -0.691 1.131
C 0.043 -3.905 -1.305
H 0.848 -4.064 -2.023
H -0.419 4.134 -0.503
B 1.316 2.095 2.393
H -1.805 -2.131 -1.032
H 3.307 1.776 -1.321
```


Entry 2:
Here is a structure of composition C4H15CuF2N2O8S2 from the Open Molecules 2025 dataset. Energies are from the ωB97M-V functional and the def2-TZVPD basis.

Values from the calculation:
LUMO energy (spin up / spin down)   -0.44 / -2.75 eV
Spin multiplicity   3
E_HOMO (spin up / spin down)   -10.3 / -9.6 eV
Calculated total energy   -3509.18870 hartree

Geometry as XYZ:
```
34
C4H15CuF2N2O8S2 (the ωB97M-V functional and the def2-TZVPD basis)
S 3.161 0.431 1.705
H -4.458 0.028 -0.957
O -0.318 1.878 1.188
O 4.182 -1.713 -0.116
H -1.362 -1.798 2.232
H -3.862 1.428 -1.997
H -0.778 2.705 1.329
H -0.599 -2.869 0.934
F 2.721 1.985 1.469
N 2.165 -0.118 0.723
C -1.989 -0.890 -0.285
H 0.125 1.705 2.018
H -1.906 -1.664 -1.048
H -2.813 -1.172 0.370
O -0.823 -0.744 0.546
H -2.542 1.210 0.075
F 1.991 -2.326 -0.373
H 1.708 -1.100 -2.330
O 1.434 -0.163 -2.288
H -1.308 0.583 -2.533
C -3.663 0.443 -1.575
O 1.843 2.448 -1.360
H 2.501 2.261 -0.661
C -2.378 0.533 -0.763
O 4.606 0.650 1.388
S 2.948 -1.605 0.653
Cu 0.544 0.830 -0.497
H 0.393 -1.807 1.821
C -0.623 -1.903 1.438
O 2.785 0.251 3.129
O 2.900 -2.340 1.884
N -1.356 1.037 -1.632
H -3.629 -0.141 -2.495
H -1.600 1.948 -1.991
```